C63H76ClN14O2S2 as an isolated structure at a distorted geometry. Source: OMol25; level of theory: ωB97M-V/def2-TZVPD.

The value obtained for the HOMO-LUMO gap is 0.3146 Ha. The calculation puts the max |F| at 4.57 eV Å⁻¹. The total energy comes out at -125697.46333 eV.

Structure (ORCA input):
```
! RIJCOSX wB97M-V def2-TZVPD def2/J DEFGRID3
* xyz 1 1
H 3.395 -0.982 -1.670
N 12.799 -2.040 1.279
N -3.173 2.980 1.944
H 8.680 -1.567 0.656
H -1.712 4.180 5.051
N -3.801 -2.535 -1.597
C -4.013 2.026 -3.978
H -6.476 6.449 1.555
C 13.743 0.006 0.437
C -0.017 0.157 -7.308
H 0.823 2.849 0.606
C 0.548 -0.991 -5.303
H -5.189 2.949 -2.424
O -1.217 3.479 4.586
C -4.225 -4.502 -2.917
H -0.974 3.346 2.082
N 2.411 1.362 0.547
H -3.069 -4.388 -1.101
C -1.140 -7.274 10.491
H -7.976 5.413 1.745
N 0.267 -4.256 -6.450
C -2.213 2.451 4.327
H 13.915 1.627 1.837
H -5.960 3.036 2.211
H -4.077 -5.565 -3.056
H 10.746 -2.854 0.103
H -0.148 -6.619 4.946
C -2.086 5.140 -0.683
N -1.741 0.938 1.556
H -7.001 3.618 0.082
C -0.418 -4.788 6.036
H 6.556 -3.372 -2.349
N 7.530 -2.411 -0.820
C -0.775 -6.633 9.318
C -2.764 10.577 -2.614
C -3.663 -3.848 -1.831
C 4.661 -0.132 -0.146
C -4.053 1.182 -5.075
H -4.171 1.891 -0.676
O -4.116 3.628 1.164
H -0.401 -4.636 -8.353
C -3.375 10.464 -0.418
H -4.626 -0.779 -2.268
C 13.602 0.601 1.681
H 8.515 -4.754 -3.037
H 0.789 2.202 -4.746
N -3.267 9.853 -1.605
H 0.027 -0.968 3.278
C 0.207 1.351 -6.639
H -1.328 -5.750 2.926
C -3.000 11.778 -0.191
H 0.426 -0.296 1.643
C 0.896 -4.764 -5.381
H -1.763 1.463 4.044
H 0.080 2.305 -7.136
C 8.594 -4.057 -2.213
C -5.185 2.293 -3.286
S -0.942 1.917 -1.899
N -4.107 0.661 1.664
H -5.007 1.112 1.852
C 0.553 -6.385 -7.532
H -1.954 12.431 -3.339
H -2.693 2.276 5.352
C 7.505 -3.291 -1.831
N -1.587 -3.021 4.895
H -5.357 -0.032 -6.286
C -3.034 1.598 1.302
S 0.261 3.830 -0.200
C -3.098 1.754 -0.308
N 0.773 0.147 -4.631
C -2.356 11.895 -2.489
C -3.418 2.951 3.409
Cl -2.116 5.448 2.114
H 1.436 0.399 -0.984
H -5.599 4.837 -0.254
C -5.274 0.636 -5.434
H 10.656 -4.485 -1.783
C 3.474 -0.285 -0.846
H 1.010 -4.083 -4.544
C -1.887 3.704 1.546
H 13.414 -1.816 -0.666
H -3.157 0.951 -5.637
H -2.556 7.115 -1.787
C 12.675 -1.442 2.471
H -2.174 13.535 -1.113
C 0.599 1.295 -5.311
C -1.830 -0.465 2.027
H 1.290 -8.736 7.962
C -0.303 -0.972 2.186
H 5.625 0.919 1.471
H 0.088 -5.130 6.930
H -5.718 -1.786 -4.269
C -2.545 6.108 -1.280
H -5.435 -4.233 -4.674
H -2.286 -1.184 1.265
H -7.297 1.867 -3.215
H 14.165 0.548 -0.398
C 0.109 -5.073 -7.500
N -6.420 0.874 -4.782
H 0.395 -6.999 -8.409
H -3.783 9.854 0.381
H -0.876 -2.830 6.810
H -2.217 -3.419 2.980
H 0.693 -1.901 -4.732
H -3.076 2.473 -3.666
C 8.689 -2.284 -0.159
C 9.835 -3.000 -0.465
C -5.403 3.878 1.711
H -0.155 -2.023 1.809
H -0.007 -1.990 -7.121
H -0.324 0.160 -8.348
C 4.715 0.774 0.903
H -5.383 4.736 2.464
H -4.289 2.274 3.696
C 0.157 -1.040 -6.631
H -2.280 -0.587 3.057
C -1.700 -3.840 3.837
C -5.137 -2.400 -3.593
C 1.202 -6.884 -6.414
C -0.551 -5.612 4.931
H -1.835 -6.812 11.180
H 1.565 -7.905 -6.401
C -1.205 -5.133 3.807
C -7.147 5.700 1.031
H -1.521 1.337 -3.013
H 0.743 -10.042 10.016
C 13.057 -0.134 2.722
H -4.297 0.035 0.864
C 0.598 -8.347 8.702
C -1.618 3.778 -0.021
C 3.570 1.490 1.209
C -6.355 1.694 -3.725
H -2.690 10.058 -3.564
C 13.327 -1.308 0.289
C -2.480 12.505 -1.251
C 0.296 -9.072 9.844
C -4.532 -1.841 -2.479
C -0.952 -3.511 5.969
H -0.852 -9.055 11.660
H 12.932 0.299 3.707
H 12.247 -2.058 3.255
H -1.101 0.978 0.757
H -1.181 -5.658 9.067
N 0.081 -7.144 8.424
C -6.336 4.418 0.511
C -0.591 -8.520 10.754
H -7.632 6.269 0.172
H -3.688 3.962 3.858
C -4.978 -3.759 -3.813
H -2.814 0.709 -0.679
H 5.537 -0.713 -0.416
C 1.380 -6.060 -5.314
H 1.884 -6.416 -4.424
H -3.111 12.222 0.790
N -2.115 2.683 -0.885
C 2.385 0.481 -0.465
H 3.561 2.207 2.024
C 9.781 -3.904 -1.514
*
```


C63H84BN7O6SSiTa as an isolated structure at a distorted geometry. Source: OMol25; level of theory: ωB97M-V/def2-TZVPD.

The value obtained for the HOMO-LUMO gap is 0.2602 Ha. The calculation puts the max |F| at 2.15 eV Å⁻¹. Its energy relative to the best compared isomer or geometry (same formula, charge and spin) is 0.0 kcal per mole. The total energy comes out at -110352.95485 eV.

Structure (ORCA input):
```
! RIJCOSX wB97M-V def2-TZVPD def2/J DEFGRID3
* xyz 1 1
O 1.499 -2.068 0.419
H 5.988 -3.870 -3.257
H 1.862 4.349 5.677
H 0.686 -4.740 -3.845
C 6.086 1.114 3.370
C 0.306 4.302 1.290
C -5.825 -1.967 1.428
H 2.138 6.346 4.291
H 0.231 -0.643 -6.235
H -8.339 0.250 0.844
N 1.283 1.667 -5.410
C -8.570 2.534 -0.680
C -3.648 -1.839 0.408
H 4.510 -1.689 -3.132
H 2.192 -5.801 1.305
C -3.036 -1.672 1.651
H -4.976 2.829 1.331
C 1.120 4.541 3.664
C 3.387 -2.581 1.860
C 1.535 1.797 -6.848
H 2.802 3.425 4.504
N 1.348 0.297 0.937
H -0.269 0.551 3.264
H 5.030 -2.666 3.216
N 0.394 1.666 -3.458
H -6.900 -2.060 1.337
H 3.491 1.249 2.575
C 2.401 -1.944 -2.944
H 5.428 1.957 3.141
C -6.214 0.854 -1.161
O -0.318 -0.878 -2.468
C 1.530 -4.089 -3.658
O -2.559 0.473 -1.462
H -1.646 6.216 -1.518
H 0.657 -1.948 3.387
C 3.399 0.184 2.439
H -2.592 3.648 -1.469
H -1.928 -4.931 2.328
H -3.417 -1.580 3.774
Ta 0.255 -0.911 -0.364
H -0.897 -2.410 4.090
C 4.304 -2.016 2.753
H -9.472 3.002 -0.278
H -0.402 6.458 -0.304
C 5.311 -4.099 -4.082
H 2.961 5.488 2.978
C 1.339 2.405 2.292
H 4.380 -4.790 3.273
C 2.819 -4.501 -3.953
H -3.047 -1.860 -0.497
H -2.363 -7.067 1.109
C -1.254 0.301 2.858
H -5.037 -0.333 -2.540
C -3.870 0.769 -1.113
C 1.982 5.776 3.372
H -1.849 -7.143 -1.344
H -1.924 5.646 0.130
C -7.401 3.555 1.260
H -1.301 2.765 -2.345
C 1.022 1.655 1.162
N -1.214 -3.944 0.677
H 5.684 -3.575 -4.966
C -1.166 5.760 -0.651
H 0.449 5.329 -2.743
C -3.874 1.636 -0.045
H 6.943 -1.481 3.720
H 2.491 2.300 -6.969
H -0.712 2.413 -5.127
H 1.205 2.843 5.033
N 1.641 1.161 -3.401
C 0.260 -0.337 -7.284
H 1.095 3.736 -2.302
H -1.936 0.178 3.708
H 3.821 1.253 4.947
O -1.225 -2.941 -3.559
H 6.556 0.787 2.439
H 5.862 -1.892 5.069
H 2.979 -3.686 -0.665
H 1.523 0.721 -8.654
B -1.813 1.239 -0.605
H -0.974 -5.108 -2.449
H -0.144 -3.425 2.837
H 2.246 -0.934 -2.581
C 0.208 2.232 0.214
H 6.869 1.480 4.039
H 2.982 -5.498 -4.345
C 3.794 -4.105 -0.071
C -0.315 -2.401 3.163
C 1.334 -2.814 -3.139
C -7.579 2.261 0.460
H -1.608 1.155 2.278
C 1.528 0.455 -7.594
H 3.954 -5.140 -0.389
C -6.242 1.752 -0.088
C 6.346 -1.068 4.538
N 2.190 1.161 -4.569
C 5.327 -0.045 4.034
C 3.464 -4.057 1.433
H 2.734 -1.320 -7.863
C 0.929 3.720 2.392
H -5.478 -2.102 -0.685
H 5.550 -4.417 1.987
C 4.336 -0.656 3.041
H 4.701 -3.532 -0.286
C 2.460 -1.706 1.330
C -5.237 -1.829 2.680
H -9.105 1.517 1.822
H 3.684 0.152 -7.623
H 5.354 -5.169 -4.280
H 1.836 1.931 3.118
H 1.299 -4.280 1.186
C -5.025 -1.982 0.294
H -8.138 3.209 -1.424
C 3.675 -2.368 -3.267
C 2.780 -0.378 -7.313
H -6.862 3.384 2.196
C 3.908 -3.653 -3.758
C -1.626 3.735 -1.966
C -0.576 4.402 -1.065
C 2.130 -4.776 1.683
H 2.872 -0.608 -6.249
C 2.412 -0.349 1.631
H -0.165 5.537 5.102
C 4.536 0.481 5.243
H 1.463 5.143 -1.299
H -1.774 4.376 -2.837
H 5.215 0.913 5.985
C -5.029 2.149 0.491
C -1.166 -5.118 -1.387
C -5.033 0.352 -1.701
C -8.158 1.180 1.390
H 0.224 -1.243 -7.890
O -2.563 1.925 0.319
H -5.851 -1.824 3.572
C -1.952 -6.211 0.592
H 1.505 6.439 2.647
H -7.464 0.964 2.207
S -0.293 -2.365 -2.654
C -0.960 -3.982 -0.610
N -0.463 -2.747 -1.114
H -6.867 4.315 0.683
H 3.980 -0.331 5.719
H 0.094 5.360 1.328
H -0.912 4.123 4.336
C 4.553 -4.814 2.194
H -0.642 0.243 -7.498
C -1.711 -5.029 1.267
H -8.382 3.956 1.520
C 1.788 3.733 4.779
Si -1.201 -1.334 1.916
H 0.750 2.443 -7.232
H -8.880 1.617 -1.186
H 4.539 -5.860 1.880
C -0.266 4.988 4.162
H 7.027 -0.581 5.239
C 0.187 1.983 -4.710
C -1.671 -6.246 -0.765
O -0.398 1.238 -0.645
C -0.085 3.595 0.158
C -3.859 -1.683 2.785
H 1.914 -4.821 2.754
H -7.147 0.525 -1.600
H -0.761 5.643 3.441
C 0.690 4.666 -1.906
*
```


HOMO level in eV, matching the order above: -10.38, -9.90